(1)
ORCA calculation (wB97M-V/def2-TZVPD) on C24H44AsN4O6S3Si2TeW as an isolated structure at a distorted geometry.

XYZ file:
```
86
Properties=species:S:1:pos:R:3:forces:R:3
W 0.543 -0.816 0.953 -4.06 -1.18 0.00
O 2.158 -0.676 1.875 1.02 0.48 -0.31
As 0.920 1.993 1.285 -0.37 0.18 0.24
O 2.386 2.433 1.866 -0.07 0.01 -0.06
O 0.495 -0.586 -0.757 0.65 0.41 1.33
C -0.366 2.553 2.681 0.25 0.13 -0.01
C -0.160 3.820 3.213 0.02 0.01 0.00
C -1.035 4.340 4.160 -0.08 -0.02 0.02
C -2.125 3.600 4.591 0.07 0.04 -0.02
C -2.340 2.325 4.082 -0.04 -0.03 0.07
C -1.461 1.822 3.144 -0.31 -0.30 -0.26
S -1.657 0.158 2.562 0.61 0.70 0.77
O -1.422 0.251 1.087 0.34 -0.23 -0.64
O -2.857 -0.435 3.038 -0.07 0.13 -0.21
O -0.385 -0.497 3.000 0.42 -0.31 -0.16
H 2.480 -0.473 2.759 -0.13 -0.04 0.07
H 0.691 4.407 2.891 0.02 -0.03 0.00
H -0.862 5.331 4.558 0.00 0.00 0.01
H -2.806 4.007 5.326 0.00 0.01 -0.01
H -3.175 1.721 4.414 0.01 0.00 -0.01
C -5.956 -2.822 0.163 -0.03 -0.01 0.03
C -4.689 -2.215 -0.350 0.02 0.06 -0.06
C -4.667 -1.300 -1.397 -0.03 -0.04 0.03
C -3.430 -0.855 -1.823 0.03 -0.03 0.02
N -2.293 -1.236 -1.245 -0.04 0.04 0.01
C -2.426 -2.055 -0.212 -0.16 -0.06 -0.24
S -0.998 -2.650 0.661 0.19 -0.05 0.33
N -3.555 -2.589 0.246 0.05 0.08 0.00
H -6.827 -2.448 -0.370 0.00 0.00 0.00
H -6.065 -2.604 1.225 0.00 0.00 0.00
H -5.913 -3.907 0.055 0.00 0.00 0.00
H -5.578 -0.962 -1.869 0.00 -0.03 -0.01
H -3.341 -0.174 -2.661 0.01 0.01 0.00
C 7.084 2.587 -1.187 -0.04 -0.24 0.04
Si 5.579 1.651 -1.783 0.16 0.45 -0.02
C 4.186 2.916 -1.910 0.09 -0.10 -0.02
C 5.901 0.777 -3.407 -0.05 0.01 0.12
C 5.045 0.373 -0.464 -0.08 -0.05 -0.43
Te 3.017 -0.029 -0.874 0.94 -0.19 -0.50
C 2.959 -2.125 -0.483 -0.03 0.10 0.00
Si 2.841 -3.232 -2.043 0.21 -0.18 -0.22
C 3.815 -2.411 -3.425 -0.09 -0.06 0.12
C 1.040 -3.404 -2.505 0.12 0.05 0.02
C 3.593 -4.857 -1.494 -0.09 0.13 -0.10
H 7.393 3.301 -1.953 -0.01 0.01 0.01
H 7.937 1.941 -0.970 -0.01 -0.01 -0.02
H 6.848 3.146 -0.280 0.00 0.02 -0.01
H 4.611 3.836 -2.318 -0.05 0.01 -0.01
H 3.789 3.158 -0.918 0.03 0.02 0.00
H 3.349 2.637 -2.552 0.03 -0.04 -0.02
H 6.403 1.459 -4.096 -0.01 0.00 0.00
H 4.986 0.435 -3.896 -0.01 0.01 0.03
H 6.550 -0.091 -3.272 0.03 0.02 0.00
H 5.102 0.833 0.525 -0.03 -0.14 0.07
H 5.611 -0.557 -0.524 0.06 0.02 0.21
H 2.055 -2.450 0.073 0.32 0.23 -0.17
H 3.804 -2.331 0.175 0.07 -0.02 -0.10
H 3.325 -1.488 -3.748 0.00 -0.01 -0.02
H 3.873 -3.061 -4.301 0.00 -0.02 0.01
H 4.838 -2.169 -3.127 0.00 -0.02 0.01
H 0.482 -2.474 -2.379 0.02 0.01 -0.03
H 0.549 -4.162 -1.892 0.01 0.01 0.01
H 0.963 -3.707 -3.552 -0.03 -0.04 0.02
H 4.668 -4.770 -1.322 0.00 0.02 0.01
H 3.434 -5.637 -2.241 0.00 0.01 -0.01
H 3.125 -5.188 -0.563 0.00 -0.01 0.00
C -0.852 -5.599 2.152 -0.01 0.00 -0.01
N -1.036 -4.576 3.169 0.00 0.02 -0.09
C -2.436 -4.243 3.429 -0.02 -0.03 0.06
C -0.032 -3.771 3.570 -0.10 -0.01 0.07
S 1.305 -3.393 2.561 0.17 0.13 0.02
N -0.101 -3.274 4.813 0.03 -0.01 -0.05
C 0.827 -2.257 5.289 0.03 -0.01 0.01
C -0.867 -3.929 5.870 0.01 -0.02 0.05
H -1.317 -6.521 2.505 0.00 0.00 0.00
H 0.206 -5.771 1.983 0.00 0.00 0.00
H -1.323 -5.307 1.213 0.00 0.01 0.00
H -2.924 -4.051 2.470 0.00 -0.02 0.00
H -2.508 -3.335 4.020 0.00 0.01 -0.03
H -2.949 -5.058 3.942 0.00 0.01 0.02
H 0.973 -1.500 4.529 0.00 -0.01 0.03
H 1.789 -2.701 5.551 -0.01 0.00 0.01
H 0.393 -1.793 6.173 -0.01 0.01 -0.01
H -1.199 -4.909 5.543 0.01 0.00 0.00
H -1.732 -3.334 6.167 0.00 -0.01 -0.01
H -0.217 -4.053 6.736 0.00 0.01 0.00
```
Positions in Å, forces in eV/Å.

Computed properties:
E_tot (a.u.): -5955.61770
Spin multiplicity: 3
Frontier orbital gap (spin up / spin down) (eV): 6.24 / 5.33
ΔE to the lowest compared entry with this formula, charge and spin (eV): 1.5931
<S²>: 2.06
HOMO level (spin up / spin down) (hartree): -0.3772 / -0.3912
Total charge: +1

=====

(2)
ORCA calculation (wB97M-V/def2-TZVPD) on C24H44AuFN3OPSb2 as an isolated structure.

XYZ file:
```
77
Properties=species:S:1:pos:R:3:forces:R:3
Au -0.270 0.504 -1.046 -0.01 0.01 -0.49
C 3.475 -0.385 -0.362 -0.45 -0.13 -0.15
Sb 2.423 0.190 1.352 -0.67 -0.13 0.19
C 3.135 -0.498 3.189 0.09 -0.15 -0.11
C 1.897 2.212 1.684 0.20 0.01 0.24
C 2.328 3.186 0.631 -0.02 0.31 -0.23
C 3.694 3.274 0.345 -0.06 -0.16 0.06
C 4.198 4.216 -0.527 -0.05 0.13 -0.10
C 3.324 5.124 -1.117 0.08 -0.06 0.04
C 1.974 5.060 -0.830 -0.03 0.00 -0.01
C 1.444 4.097 0.033 0.09 -0.10 0.12
C -0.038 4.085 0.273 -0.05 0.06 -0.10
Sb -0.961 2.905 -1.260 0.17 -0.08 0.23
C -2.997 3.436 -1.372 -0.05 -0.05 0.05
C -0.106 3.631 -3.046 -0.06 0.08 -0.03
H 2.945 0.058 -1.204 0.12 -0.03 -0.01
H 3.373 -1.470 -0.403 0.07 0.02 -0.06
H 4.515 -0.076 -0.322 0.03 0.08 0.13
H 3.972 0.130 3.493 0.01 -0.02 0.01
H 3.454 -1.534 3.106 0.00 -0.01 0.05
H 2.317 -0.404 3.902 0.01 -0.01 0.01
H 2.449 2.415 2.608 -0.08 -0.01 0.03
H 0.841 2.213 1.943 -0.04 -0.08 -0.13
H 4.389 2.606 0.851 -0.01 0.01 -0.01
H 5.259 4.266 -0.726 0.00 0.00 0.00
H 3.700 5.888 -1.783 0.00 0.00 0.00
H 1.304 5.788 -1.273 0.00 0.00 0.01
H -0.457 5.090 0.233 0.04 0.01 -0.02
H -0.323 3.647 1.226 -0.05 0.05 0.01
H -3.097 4.508 -1.524 0.04 0.01 -0.01
H -3.505 3.143 -0.457 -0.01 -0.01 -0.01
H -3.429 2.902 -2.216 -0.05 0.02 0.01
H -0.350 4.681 -3.198 -0.01 0.00 0.00
H -0.503 3.043 -3.872 0.01 0.01 -0.01
H 0.974 3.508 -2.996 0.00 -0.02 -0.01
O 0.643 -1.326 -1.511 -0.10 -0.26 -0.03
P 0.053 -2.660 -1.992 -0.09 0.17 0.18
N 1.297 -3.606 -2.449 0.24 0.03 0.17
C 2.325 -3.092 -3.377 -0.05 -0.05 -0.03
C 3.281 -4.270 -3.539 0.00 -0.01 -0.02
C 2.362 -5.482 -3.392 -0.01 0.00 -0.02
C 1.421 -5.067 -2.266 -0.05 0.02 -0.07
N -0.959 -2.403 -3.248 0.02 0.11 -0.17
C -1.405 -1.082 -3.738 0.00 -0.05 0.04
C -1.914 -1.353 -5.160 -0.02 0.00 -0.01
C -1.215 -2.648 -5.569 -0.01 0.01 -0.01
C -1.218 -3.437 -4.268 -0.03 0.01 0.04
N -0.770 -3.459 -0.841 0.07 -0.10 0.00
C -2.178 -3.910 -0.936 0.01 0.07 -0.02
C -2.298 -4.905 0.211 0.01 -0.01 0.01
C -1.360 -4.330 1.270 -0.01 -0.01 -0.01
C -0.165 -3.854 0.447 -0.07 -0.02 -0.04
H 2.804 -2.200 -2.971 0.00 -0.02 -0.01
H 1.871 -2.822 -4.337 0.00 0.00 0.01
H 4.028 -4.263 -2.743 -0.01 -0.01 0.01
H 3.805 -4.244 -4.493 0.02 0.00 0.01
H 2.894 -6.403 -3.164 0.00 0.00 -0.01
H 1.800 -5.637 -4.315 0.00 0.00 0.01
H 1.859 -5.298 -1.292 0.02 0.00 -0.01
H 0.448 -5.557 -2.325 0.00 0.00 0.02
H -0.565 -0.382 -3.742 0.01 -0.01 -0.02
H -2.195 -0.673 -3.103 0.01 0.02 0.00
H -1.698 -0.524 -5.831 -0.01 0.01 0.00
H -2.994 -1.501 -5.149 0.00 -0.01 0.00
H -0.188 -2.448 -5.883 0.00 -0.01 0.00
H -1.724 -3.171 -6.376 0.00 0.01 0.00
H -0.460 -4.219 -4.225 0.02 0.01 -0.01
H -2.197 -3.899 -4.107 0.01 -0.02 0.00
H -2.386 -4.360 -1.905 0.00 -0.01 0.01
H -2.858 -3.066 -0.795 -0.01 0.00 -0.01
H -1.944 -5.887 -0.109 0.00 0.00 0.00
H -3.325 -5.012 0.554 0.00 0.00 0.00
H -1.074 -5.057 2.028 0.00 0.01 0.01
H -1.831 -3.481 1.770 0.00 0.00 0.00
H 0.558 -4.662 0.308 -0.03 -0.01 -0.01
H 0.342 -3.007 0.903 0.05 0.04 0.03
F 0.745 -0.739 1.283 0.73 0.35 0.22
```
Positions in Å, forces in eV/Å.

Computed properties:
E_tot (a.u.): -2237.37703
Frontier orbital gap (eV): 8.16
ΔE to the lowest compared entry with this formula, charge and spin (eV): 0.0000
HOMO level (hartree): -0.5051
Total charge: +2

=====

(3)
ORCA calculation (wB97M-V/def2-TZVPD) on a 5-piece molecular cluster, C24H44BClN4O18P overall at a distorted geometry.

XYZ file:
```
93
Properties=species:S:1:pos:R:3:forces:R:3
C -4.793 -0.189 -1.066 0.74 1.03 -0.77
C -3.255 -0.597 -1.576 -0.76 -0.03 0.01
B -2.367 -1.151 -0.307 -2.84 1.26 2.12
O -2.844 -1.035 1.117 1.33 -2.90 -3.86
N -0.999 -1.877 -0.446 3.18 1.56 0.43
N -1.138 -3.193 -0.721 4.64 -1.60 -0.48
C 0.082 -4.014 -0.891 1.31 3.69 0.56
Cl 0.079 -5.860 -1.272 -0.46 3.93 0.78
C 1.535 -3.293 -0.780 -1.48 1.37 0.17
C 2.909 -4.199 -0.972 0.70 1.24 1.23
O 3.395 -4.230 -2.361 0.58 0.35 2.41
C 4.854 -4.011 -2.353 1.52 -0.24 -0.52
C 1.661 -1.670 -0.434 -4.08 -3.52 -0.75
N 3.009 -1.082 -0.346 -1.50 0.96 0.24
C 3.578 -0.849 1.006 -0.11 1.97 6.70
C 5.229 -1.050 1.181 -0.76 -1.16 -0.92
O 2.926 -0.540 2.143 2.96 -2.33 -7.88
C 3.444 -0.172 -1.434 3.16 5.88 -1.23
C 3.172 -0.586 -3.010 -0.26 -0.59 0.00
O 4.114 0.995 -1.217 -4.21 -8.40 -0.93
C 0.184 -0.975 -0.248 3.06 -4.48 -0.12
P 0.089 0.900 0.199 -1.57 4.63 -0.87
N -0.551 1.681 -1.108 1.07 -3.81 1.88
O 1.632 1.644 0.478 -3.73 -1.51 1.60
O -0.861 1.201 1.671 1.37 -0.07 -3.37
H -5.265 0.443 -1.959 0.76 -1.64 2.02
H -5.448 -1.125 -0.802 1.35 2.02 -0.42
H -4.659 0.574 -0.176 -0.55 -1.84 -1.65
H -2.829 0.362 -2.096 -0.53 -1.89 1.04
H -3.320 -1.434 -2.403 0.24 1.53 1.53
H -2.816 -2.007 1.430 0.13 2.19 -0.04
H 2.786 -5.254 -0.470 -0.07 1.94 -1.32
H 3.745 -3.637 -0.331 -2.00 -1.09 -1.18
H 5.423 -4.617 -1.505 -1.43 1.09 -1.71
H 5.158 -2.871 -2.212 -0.89 -2.26 -0.33
H 5.259 -4.408 -3.391 -0.97 0.98 2.21
H 5.334 -2.083 1.771 -0.28 2.40 -1.07
H 5.737 -0.176 1.771 -1.32 -1.72 -1.20
H 5.741 -1.239 0.133 -1.06 0.67 2.14
H 4.189 -0.970 -3.474 -2.01 0.87 1.18
H 2.797 0.310 -3.679 0.93 -1.57 1.87
H 2.388 -1.452 -3.137 1.59 1.60 0.48
H -0.726 0.888 -1.796 0.07 1.41 0.69
H 1.576 2.142 1.360 0.28 -1.02 -1.30
H -1.672 1.754 1.391 1.76 -1.23 0.23
C 5.660 6.484 3.397 0.40 0.53 0.20
O 4.760 5.445 3.015 0.09 -0.83 -0.88
C 5.195 4.682 1.980 0.58 0.33 -0.11
O 6.252 4.817 1.385 -1.64 -0.30 0.89
O 4.250 3.743 1.724 0.54 0.77 0.39
C 4.575 2.861 0.651 -0.08 -0.27 -0.22
H 5.211 7.030 4.231 -0.15 -0.29 -0.22
H 6.613 6.064 3.734 -0.13 0.07 -0.22
H 5.814 7.185 2.570 0.07 -0.22 0.12
H 5.485 2.296 0.878 -0.04 0.22 -0.13
H 4.686 3.417 -0.285 0.13 -0.14 0.21
H 3.751 2.152 0.535 0.33 0.56 0.34
C -0.912 -9.014 0.591 0.21 0.18 0.18
O -1.812 -10.053 0.209 0.23 -0.46 -0.67
C -1.377 -10.816 -0.826 0.25 -0.28 -0.39
O -0.319 -10.681 -1.421 -1.47 -0.06 0.88
O -2.322 -11.755 -1.082 0.74 1.02 0.46
C -1.997 -12.637 -2.155 0.11 -0.43 -0.47
H -1.361 -8.468 1.425 -0.15 -0.30 -0.19
H 0.041 -9.434 0.928 -0.11 0.09 -0.23
H -0.757 -8.314 -0.236 0.07 -0.26 0.08
H -1.087 -13.202 -1.928 -0.09 0.23 -0.11
H -1.885 -12.081 -3.091 0.14 -0.08 0.22
H -2.821 -13.346 -2.271 0.04 0.30 0.26
C -9.744 2.502 0.429 0.20 0.09 0.49
O -10.412 2.343 -0.822 0.50 -0.56 -0.91
C -9.691 1.674 -1.758 0.15 -0.06 0.03
O -8.567 1.223 -1.609 -1.43 0.58 -0.19
O -10.439 1.596 -2.887 0.52 0.15 1.03
C -9.803 0.913 -3.966 0.19 -0.24 -0.42
H -10.412 3.050 1.100 -0.06 -0.11 -0.38
H -9.528 1.528 0.878 0.10 0.18 -0.16
H -8.826 3.086 0.305 -0.09 -0.24 -0.01
H -9.589 -0.126 -3.692 0.10 0.24 0.01
H -8.888 1.433 -4.265 -0.09 -0.18 0.16
H -10.491 0.909 -4.816 -0.05 0.16 0.36
C 2.327 11.173 4.702 0.33 0.44 0.17
O 1.427 10.134 4.319 0.17 -0.78 -0.86
C 1.862 9.371 3.285 0.38 0.15 -0.14
O 2.920 9.506 2.689 -1.49 -0.25 0.85
O 0.917 8.432 3.029 0.59 0.75 0.32
C 1.243 7.550 1.956 0.14 -0.30 -0.37
H 1.878 11.719 5.536 -0.14 -0.31 -0.20
H 3.281 10.753 5.038 -0.12 0.09 -0.22
H 2.482 11.874 3.875 0.10 -0.23 0.11
H 2.153 6.985 2.183 -0.06 0.21 -0.11
H 1.354 8.106 1.019 0.14 -0.08 0.21
H 0.418 6.841 1.839 0.01 0.29 0.26
```
Positions in Å, forces in eV/Å.

Computed properties:
E_tot (a.u.): -3340.03294
Frontier orbital gap (eV): 6.36
ΔE to the lowest compared entry with this formula, charge and spin (eV): 13.7957
HOMO level (hartree): -0.4472
Total charge: +1